(1)
A 2-piece molecular cluster, C8H16N3 overall, computed with ωB97M-V with the def2-TZVPD basis set.

- molecular weight (g mol⁻¹) = 154.237
- 2S+1 = 3
- HOMO-LUMO gap (spin up / spin down) (eV) = 6.23 / 8.59
- charge = +1
- LUMO level (spin up / spin down) (eV) = -2.886 / -4.669

```
27
C8H16N3 ωB97M-V with the def2-TZVPD basis set
C 1.6795 0.8120 -1.0033
C -1.0282 -1.7063 -1.7378
C -0.7073 -2.6140 -0.5455
C -0.4593 1.5661 -0.4009
C -1.2386 -1.2876 -0.2681
C 0.0465 0.4116 0.5309
C -1.2574 0.5348 2.7668
C 0.0366 0.4485 2.0036
N 0.7707 1.8005 -1.2029
N 1.2680 -0.0316 -0.0727
N 2.8347 0.8017 -1.6767
H -0.2549 -1.3435 -2.3597
H -1.9578 -1.7102 -2.1565
H -1.4392 -3.3626 -0.4487
H 0.3131 -2.8319 -0.6458
H -1.1467 1.2197 -1.1881
H -0.7349 2.4875 0.1467
H -2.1605 -1.0875 0.1741
H -2.0343 1.2206 2.4001
H -1.0556 0.9613 3.7762
H -1.7720 -0.4445 2.7482
H 0.4331 -0.5533 2.4374
H 0.6558 1.3151 2.2286
H 0.6843 2.4113 -1.9701
H 1.8689 -0.7219 0.3648
H 3.1171 1.6106 -2.2858
H 3.5384 0.0936 -1.6148
```

***

(2)
A 2-piece molecular cluster, C3H10N3O overall, computed with ωB97M-V with the def2-TZVPD basis set.

- molecular weight (g mol⁻¹) = 104.133
- HOMO-LUMO gap (spin up / spin down) (eV) = 9.45 / 7.79
- charge = +1
- LUMO level (spin up / spin down) (eV) = -4.570 / -5.558

```
17
C3H10N3O ωB97M-V with the def2-TZVPD basis set
C 0.3874 0.2215 0.4382
C -0.3121 -0.7755 2.4832
C -0.1500 -0.3794 -2.6194
N -0.5310 -0.3002 1.1405
N -0.1536 0.8684 -1.8583
N 1.7140 0.2317 0.7213
O -1.3905 1.4026 -1.8354
H -1.0658 -1.5595 2.7746
H 0.7228 -1.0656 2.5646
H -0.4912 0.0245 3.1714
H 0.9993 -0.7322 -2.5566
H -0.7156 -1.2111 -2.1813
H -0.4306 -0.2107 -3.7599
H -1.4935 -0.0447 1.0954
H 2.0116 0.1444 1.6521
H 2.0702 1.0862 0.2955
H -1.1713 2.2996 -1.5258
```

***

(3)
C36H102AsF9N9O13 as an isolated structure, computed with ωB97M-V with the def2-TZVPD basis set.

- molecular weight (g mol⁻¹) = 1115.166
- HOMO-LUMO gap (eV) = 0.78
- charge = +5
- LUMO level (eV) = -8.285

```
170
C36H102AsF9N9O13 ωB97M-V with the def2-TZVPD basis set
C -1.5997 -6.1784 -5.3752
C -2.9880 -6.9274 -5.4485
C -4.1988 -6.1179 -6.0327
O -3.9603 -5.6996 -7.3625
C -4.6591 -4.4695 -7.6295
N -2.7641 -8.1477 -6.3548
H -1.8427 -8.5453 -6.2403
H -3.4919 -8.8308 -6.5095
H -2.6085 -7.6698 -7.2309
H -1.4750 -5.4294 -6.1572
H -0.8045 -6.9216 -5.4332
H -1.5203 -5.5846 -4.4646
H -3.2865 -7.2879 -4.4641
H -4.2499 -5.2271 -5.4067
H -5.1306 -6.6834 -6.0407
H -5.6687 -4.6265 -7.2497
H -4.7599 -4.3520 -8.7085
H -4.0733 -3.6999 -7.1271
C -6.4085 8.9494 8.2035
C -6.1992 8.5387 6.7011
C -5.1571 7.4733 6.4153
O -5.5646 6.1364 6.8455
C -4.5088 5.2144 6.6755
N -7.5579 8.0066 6.1649
H -7.4839 7.8108 5.1769
H -7.8830 7.1554 6.6007
H -8.3256 8.6618 6.2030
H -6.5666 8.1232 8.8967
H -7.2736 9.6119 8.2335
H -5.5089 9.4281 8.5903
H -5.9793 9.3557 6.0139
H -4.2095 7.7812 6.8573
H -5.0227 7.3482 5.3409
H -3.6187 5.4735 7.2489
H -4.2520 5.0143 5.6353
H -5.0033 4.2675 6.8926
C 0.3841 1.0000 -11.8252
C 0.6845 0.2916 -10.4987
C 0.0448 0.9680 -9.2608
O -0.0434 -0.0091 -8.2461
C -0.2436 0.6170 -6.9696
N 0.1956 -1.1750 -10.7258
H 0.7754 -1.7341 -11.3351
H -0.0615 -1.7349 -9.9255
H -0.5502 -1.0582 -11.3967
H 0.9583 0.5693 -12.6455
H 0.7418 2.0295 -11.8421
H -0.6398 1.2302 -12.1198
H 1.7366 0.1251 -10.2676
H -0.9674 1.2044 -9.5890
H 0.6670 1.7926 -8.9130
H 0.5221 1.3706 -6.7856
H -0.2393 -0.2448 -6.3022
H -1.2713 0.9797 -6.9897
C -2.6934 -6.9991 3.8093
C -2.1815 -8.0161 2.8423
C -0.9545 -8.7702 3.4147
O -0.5888 -9.8923 2.5213
C 0.5978 -10.6478 2.8592
N -3.2433 -9.0736 2.4418
H -2.7691 -9.6884 1.7959
H -3.6817 -9.6230 3.1672
H -4.1054 -8.6934 2.0780
H -3.0402 -7.4484 4.7399
H -3.5943 -6.5183 3.4281
H -2.1143 -6.0884 3.9619
H -2.1243 -7.4755 1.8975
H -1.1169 -9.0339 4.4598
H -0.2187 -7.9789 3.2715
H 1.1717 -10.2169 3.6797
H 1.2691 -10.7251 2.0039
H 0.4436 -11.6080 3.3515
C 7.2825 -4.7603 -9.9545
C 6.8928 -3.5618 -9.0763
C 5.9698 -3.8577 -7.9691
O 5.3716 -2.7302 -7.4859
C 5.8784 -2.2144 -6.2696
N 8.1619 -2.7250 -8.7617
H 8.5343 -2.9582 -7.8523
H 8.8726 -2.8351 -9.4707
H 7.9589 -1.7530 -8.5771
H 6.4849 -5.3659 -10.3848
H 7.8559 -5.5210 -9.4248
H 7.9252 -4.4518 -10.7791
H 6.4446 -2.8411 -9.7602
H 6.3971 -4.4577 -7.1656
H 5.0608 -4.2863 -8.3910
H 5.6987 -2.9251 -5.4629
H 5.3235 -1.3456 -5.9158
H 6.9475 -2.0042 -6.3016
C -0.8508 8.0068 -3.1576
C -0.0841 7.0058 -2.3670
C 1.3845 7.0207 -2.6562
O 1.7422 6.2235 -3.8234
C 3.1711 6.2216 -4.1327
N -0.3118 7.2153 -0.8626
H 0.1501 6.5612 -0.2470
H 0.1534 8.0374 -0.5050
H -1.2666 7.1178 -0.5480
H -0.5357 8.0680 -4.1993
H -0.6361 8.9873 -2.7328
H -1.9249 8.0526 -2.9781
H -0.3867 5.9728 -2.5390
H 1.9596 6.6581 -1.8042
H 1.8531 7.9883 -2.8357
H 3.8080 6.1419 -3.2517
H 3.4623 7.1700 -4.5840
H 3.4805 5.5040 -4.8926
C 4.6613 0.0985 10.0494
C 3.4522 0.1766 9.2541
C 2.1764 0.8414 9.8861
O 2.7213 2.0368 10.4636
C 1.7362 2.7751 11.0862
N 3.8042 1.0384 8.0241
H 4.8042 0.9784 7.8952
H 3.3813 0.8133 7.1349
H 3.6324 2.0213 8.1805
H 5.0215 1.1256 10.1076
H 5.4248 -0.6073 9.7224
H 4.4405 -0.2552 11.0565
H 3.0076 -0.6636 8.7206
H 1.6951 0.0876 10.5092
H 1.4013 1.0916 9.1616
H 1.8207 2.7885 12.1729
H 0.7492 2.3770 10.8508
H 1.6500 3.8132 10.7652
C -7.0406 1.6668 0.5976
C -8.2325 1.5049 1.5214
C -8.7634 2.9525 1.9892
O -9.8991 2.8712 2.8960
C -9.7108 2.3778 4.1346
N -9.3189 0.7289 0.7533
H -9.4466 1.1018 -0.1766
H -9.0276 -0.2313 0.6389
H -10.1822 0.8055 1.2719
H -6.0919 1.9170 1.0725
H -7.0593 2.4344 -0.1762
H -6.8918 0.7443 0.0365
H -7.9642 0.8702 2.3660
H -9.0231 3.6587 1.2006
H -7.9287 3.5452 2.3633
H -8.7641 2.6828 4.5806
H -9.6188 1.2941 4.0630
H -10.5467 2.6348 4.7851
N 2.4009 5.8129 5.1658
O 1.2059 5.9761 5.3129
O 2.9904 5.7964 6.2659
O 2.8927 5.4460 4.0612
As 0.3049 -0.6202 1.2271
F -1.1877 -0.5518 2.2713
F 1.3123 0.2547 2.4100
F 1.7917 -0.7482 0.2430
F -0.5503 -1.6629 0.0360
F -0.2714 0.8627 0.4581
F 0.8510 -2.2087 2.0208
C 9.9005 0.4193 5.5330
O 8.7936 -0.3794 4.9855
O 9.2235 1.4758 6.1782
C 10.9399 -0.5679 6.3594
F 11.9835 0.1418 6.9204
F 10.2579 -1.2085 7.3112
F 11.4993 -1.5460 5.7119
C 8.7858 -0.5063 3.5785
C 8.1003 -1.7346 2.9776
H 8.0044 -1.6444 1.8956
H 8.6346 -2.6441 3.2522
H 7.1026 -1.8303 3.4061
H 9.7953 -0.6428 3.1907
H 8.3322 0.3973 3.1712
H 10.4624 0.7815 4.6721
```

***

(4)
One molecule with the formula C3H6N2O2, computed with ωB97M-V with the def2-TZVPD basis set.

- molecular weight (g mol⁻¹) = 102.093
- HOMO-LUMO gap (spin up / spin down) (eV) = 7.80 / 7.80
- LUMO level (spin up / spin down) (eV) = -0.894 / -0.893

```
13
C3H6N2O2 ωB97M-V with the def2-TZVPD basis set
C 0.4084 0.1776 0.8848
C 0.2695 -0.4792 -0.5035
C -0.4517 1.1776 1.5505
N 1.0653 -1.5137 -0.9718
N -0.6323 0.0949 -1.3831
O -1.2833 1.1393 -1.1921
O -0.7242 -0.4623 -2.4826
H 1.2727 -0.2082 1.4691
H -1.4646 0.8765 1.6527
H 0.0782 1.3945 2.4097
H -0.4787 2.1004 0.8613
H 1.1045 -2.3573 -0.3879
H 0.8363 -1.9402 -1.9070
```

***

(5)
C32H16Cl3F4N4O2PbSSbSe4 as an isolated structure, computed with ωB97M-V with the def2-TZVPD basis set.

- molecular weight (g mol⁻¹) = 1347.724
- HOMO-LUMO gap (spin up / spin down) (eV) = 5.15 / 4.16
- charge = -2
- LUMO level (spin up / spin down) (eV) = 2.651 / 1.622

```
68
C32H16Cl3F4N4O2PbSSbSe4 ωB97M-V with the def2-TZVPD basis set
Pb -0.0969 -0.2701 2.6715
Cl -7.7906 -2.4709 3.4649
C -6.3727 -1.6388 2.8933
C -5.2329 -1.6097 3.6776
C -4.0953 -0.9865 3.2034
Cl -2.6994 -0.9643 4.2494
C -4.0058 -0.4005 1.9095
O -2.9282 0.0227 1.4073
C -5.2504 -0.3928 1.2077
Cl -5.3144 0.4017 -0.3335
C -6.3946 -1.0123 1.6617
H -5.2265 -2.0706 4.6549
H -7.2867 -1.0107 1.0519
Se -1.1536 3.7365 2.9994
Sb 0.9472 3.3343 4.8609
Se -0.8924 2.1406 1.4669
Se 0.7184 0.7420 5.0296
Se 2.9289 3.7506 3.5439
O -0.5603 -2.0996 0.6016
S -0.3971 -1.2241 -0.5819
C 0.6460 -2.2524 -1.7250
C 2.0504 -2.1914 -1.2248
C 2.4533 -3.0076 -0.1725
C 3.7402 -2.9189 0.3329
C 4.6393 -2.0129 -0.2083
C 4.2442 -1.1893 -1.2520
C 2.9548 -1.2740 -1.7517
C -1.9684 -1.4261 -1.5664
C -2.5257 -2.7908 -1.3728
C -3.1547 -3.1148 -0.1731
C -3.6539 -4.3877 0.0431
C -3.5192 -5.3636 -0.9332
C -2.8707 -5.0609 -2.1204
C -2.3745 -3.7846 -2.3368
H 0.5420 -1.8338 -2.7257
H 0.2309 -3.2584 -1.6752
H 1.7413 -3.7012 0.2569
H 4.0400 -3.5557 1.1552
H 5.6403 -1.9248 0.1896
H 4.9389 -0.4717 -1.6667
H 2.6453 -0.6191 -2.5574
H -1.7276 -1.2011 -2.6040
H -2.6201 -0.6598 -1.1557
H -3.2512 -2.3618 0.5922
H -4.1477 -4.6121 0.9795
H -3.9173 -6.3566 -0.7685
H -2.7460 -5.8237 -2.8785
H -1.8723 -3.5548 -3.2689
F 1.2356 2.1209 -0.9225
C 2.1412 3.1081 -0.8990
C 1.8436 4.2563 -1.5752
F 0.6662 4.3335 -2.2038
C 2.7385 5.3504 -1.6508
C 3.9820 5.1271 -1.0126
C 4.2871 3.9680 -0.3583
F 5.5001 3.8498 0.1864
C 3.3721 2.8985 -0.2429
C 3.6729 1.7064 0.4766
C 2.6668 0.8580 0.9263
N 1.8342 0.1441 1.3010
C 4.9892 1.3026 0.7863
N 6.0488 0.8855 0.9724
F 4.9198 6.0827 -1.0674
C 2.4167 6.5555 -2.3184
C 3.2670 7.6814 -2.3677
N 3.8956 8.6440 -2.4705
C 1.2049 6.7879 -3.0042
N 0.2632 7.0715 -3.6079
```

***

(6)
One molecule with the formula C17H22N4O2, computed with ωB97M-V with the def2-TZVPD basis set.

- molecular weight (g mol⁻¹) = 314.389
- HOMO-LUMO gap (eV) = 8.85
- LUMO level (eV) = 0.481

```
45
C17H22N4O2 ωB97M-V with the def2-TZVPD basis set
C 0.2464 -3.0768 -2.4856
C -1.1500 -2.6668 -2.7830
N -1.7478 -2.9640 -3.9052
O -2.9966 -2.4466 -3.8524
C -3.1900 -1.8252 -2.6735
C -2.0313 -1.9272 -1.9419
N -1.7233 -1.4803 -0.6570
C -2.1013 -0.2491 -0.1683
O -2.7265 0.5531 -0.8349
N -1.7879 -0.0115 1.1432
C -0.9621 -0.8331 1.9959
H -1.0115 -1.8845 1.7128
C 0.4786 -0.3121 1.9885
N 0.4686 1.0549 2.4705
C -0.3522 1.8963 1.6168
C -1.7876 1.3642 1.5972
H -2.4031 1.9489 0.9135
H -2.2131 1.4012 2.6037
H -0.3468 2.9100 2.0217
H 0.0260 1.9282 0.5800
C 1.7987 1.5958 2.7276
C 2.6756 1.6941 1.5029
C 3.4766 0.6249 1.1183
C 4.2236 0.6835 -0.0451
C 4.1797 1.8148 -0.8418
C 3.3939 2.8897 -0.4631
C 2.6477 2.8288 0.7007
H 2.0424 3.6748 0.9941
H 3.3613 3.7785 -1.0760
H 4.7600 1.8604 -1.7514
H 4.8420 -0.1555 -0.3298
H 3.5231 -0.2580 1.7409
H 2.2687 0.9473 3.4730
H 1.6609 2.5857 3.1706
H 1.0932 -0.9151 2.6611
H 0.8928 -0.3911 0.9658
H -1.3566 -0.7404 3.0136
H -0.9347 -1.9478 -0.2395
C -4.5128 -1.2149 -2.4100
H -5.0502 -1.7877 -1.6548
H -5.0912 -1.2010 -3.3292
H -4.3723 -0.2035 -2.0324
H 0.8545 -2.2043 -2.2472
H 0.2708 -3.7609 -1.6368
H 0.6642 -3.5775 -3.3535
```

***

Number 1: E_tot -478.244526 a.u.. Number 2: E_tot -359.381167 a.u.. Number 3: E_tot -6036.045999 a.u.. Number 4: E_tot -377.736816 a.u.. Number 5: E_tot -13815.718635 a.u.. Number 6: E_tot -1030.487701 a.u..